Density functional theory data (wB97M-V/def2-TZVPD) for a 14-piece molecular cluster, H28O14 overall at a distorted geometry.

Last column: Löwdin charge in e.
CARTESIAN COORDINATES (ANGSTROEM)
1 O -1.344937 -2.309219 2.234694  -0.081
2 O 3.270474 -3.163055 -1.566266  -0.082
3 O 1.807730 -2.871764 0.162128  -0.065
4 O -0.934503 -3.403987 -2.388427  -0.087
5 O 2.033856 0.274388 2.640445  -0.039
6 O -0.296751 0.053401 4.795992  -0.026
7 O -2.028074 0.077844 1.649898  -0.156
8 O -3.348681 0.543962 3.348890  -0.071
9 O 1.499734 0.962774 -3.372131  -0.082
10 O -0.520834 -0.322202 0.328704  -0.081
11 O 0.176654 3.208294 -3.220434  -0.083
12 O -1.888145 3.789202 -1.973334  -0.034
13 O 3.869458 1.809602 -0.317840  -0.023
14 O -2.517919 1.342092 -2.083700  -0.023
15 H 3.590651 -3.865052 -2.218163  0.102
16 H 2.205633 0.800074 1.874274  -0.011
17 H -1.941528 4.490906 -1.294269  0.095
18 H 0.235557 2.963282 -2.312805  -0.007
19 H -1.675716 -2.935248 1.636804  -0.010
20 H -1.238305 0.671831 1.438395  0.099
21 H 1.083274 3.192725 -3.583252  0.043
22 H 1.296663 0.775782 3.029275  0.032
23 H -2.669082 3.575670 -2.396869  0.013
24 H -1.404805 -1.394456 1.809157  -0.005
25 H -0.221157 0.311206 -0.297009  0.032
26 H -3.883491 0.727411 2.552513  0.043
27 H 4.008769 -2.560818 -1.431623  0.055
28 H 2.659567 -3.214742 0.039119  -0.036
29 H -2.037275 2.090660 -2.228591  -0.091
30 H 0.194014 -1.015812 0.403044  0.082
31 H 2.176747 0.824592 -2.627475  0.071
32 H 0.161733 0.494106 5.483938  0.013
33 H 2.047361 -2.465441 1.010082  0.046
34 H -0.311959 -4.116402 -2.422615  0.003
35 H 0.249024 -0.738750 4.767420  0.044
36 H -2.394782 0.650269 -2.755829  0.065
37 H 0.971861 0.178025 -3.169801  0.041
38 H -3.947136 -0.032989 3.794514  0.019
39 H -1.481140 -3.679884 -3.216035  0.084
40 H -2.679155 0.019168 0.935851  0.079
41 H 3.119416 1.825597 0.233241  -0.015
42 H 3.660776 2.497645 -0.962238  0.045

Atomic forces in eV per Å
O 1.083 1.752 1.003
O 1.530 -1.816 -2.576
O -1.625 1.465 2.585
O -2.078 -0.462 -2.688
O -0.563 0.161 0.658
O 0.071 -0.643 -0.773
O -0.689 2.220 0.968
O -1.835 1.076 0.476
O 1.871 -1.249 2.315
O 4.140 -2.511 -1.886
O 0.737 1.023 -1.689
O 2.924 1.569 2.144
O 1.026 0.155 -1.324
O -2.645 -4.365 0.644
H -0.393 1.553 1.299
H 0.470 0.243 -0.854
H -0.665 -0.738 -0.880
H 0.145 -0.256 0.826
H -0.611 -1.215 -1.394
H -2.579 -1.413 0.153
H -0.781 -0.366 0.397
H -0.017 -0.598 0.320
H -2.956 0.288 -0.878
H -0.551 -1.270 0.875
H 0.628 0.634 -1.389
H 0.815 0.128 0.500
H 0.182 0.009 -0.278
H 1.503 -1.358 -1.381
H 2.624 2.550 -0.871
H -0.783 0.850 -0.399
H -0.975 0.561 -1.688
H 0.364 1.249 1.249
H -1.239 0.294 0.419
H 1.014 -0.558 0.527
H -0.332 -0.548 -0.564
H 0.212 0.827 0.332
H -0.412 0.060 -0.506
H -0.558 -0.750 1.169
H 1.053 1.085 2.167
H 0.925 0.449 -0.203
H -1.331 -0.060 1.225
H 0.299 -0.027 -0.029

Summary:
LUMO energy = -0.2 eV
gap between HOMO and LUMO = 8.27 eV
largest force on an atom = 5.20 eV/Å
energy relative to the best compared isomer or geometry (same formula, charge and spin) = 162.0 kcal per mole